1.
{
  "formula": "C13H43AsBF6MnO16P3",
  "method": "ωB97M-V/def2-TZVPD",
  "homo_lumo_gap_ev": [2.92, 3.32],
  "multiplicity": 6,
  "total_energy_ev": -183939.30801,
  "max_force_ha_per_bohr": 0.10866,
  "species": ["Mn", "As", "F", "F", "F", "F", "F", "F", "B", "H", "H", "H", "H", "C", "O", "P", "O", "O", "C", "O", "C", "H", "H", "H", "H", "H", "H", "H", "H", "H", "C", "O", "P", "O", "O", "C", "O", "C", "H", "H", "H", "H", "H", "H", "H", "H", "H", "C", "O", "P", "O", "O", "C", "O", "C", "H", "H", "H", "H", "H", "H", "H", "H", "H", "C", "C", "O", "O", "H", "H", "H", "H", "H", "H", "C", "C", "O", "O", "H", "H", "H", "H", "H", "H"],
  "xyz": [[0.4248, 1.7530, -1.1892], [-6.1490, 1.9510, -2.3499], [-5.9855, 0.9753, -3.7732], [-6.2329, 0.4860, -1.2417], [-6.3806, 3.0899, -0.9925], [-6.2091, 3.3867, -3.4247], [-7.9429, 1.9060, -2.4480], [-4.3831, 1.8522, -2.2204], [0.9013, -1.9265, -0.3954], [0.8990, -1.7785, -1.4642], [1.2932, -2.9191, -0.2364], [1.5268, -1.1209, -0.0432], [-0.1200, -1.7625, -0.0884], [-1.9580, 2.1103, 7.8629], [-1.6664, 1.8108, 6.5216], [-2.5189, 2.5147, 5.3645], [-2.1247, 2.1669, 3.9859], [-4.0053, 2.0050, 5.8202], [-4.4011, 0.6132, 5.5224], [-2.4207, 4.0638, 5.7506], [-3.3785, 5.0522, 5.2472], [-1.1106, 1.8710, 8.5054], [-2.9050, 1.6618, 8.1632], [-2.1990, 3.1705, 7.9413], [-3.5496, -0.0418, 5.7070], [-4.8620, 0.2021, 4.6243], [-4.9219, 0.2755, 6.4184], [-3.9990, 5.4607, 6.0448], [-3.9339, 4.5967, 4.4274], [-2.6409, 5.7378, 4.8301], [2.8636, 2.6608, -9.9781], [2.4812, 2.5335, -8.6034], [1.0345, 2.0664, -8.2405], [0.8683, 1.6647, -6.7961], [0.0777, 3.3109, -8.7277], [-1.0845, 3.0645, -9.4336], [0.6618, 0.7626, -9.1387], [1.5194, -0.3494, -9.1149], [3.2071, 3.6796, -10.1574], [2.1184, 2.2807, -10.6769], [3.7934, 2.1230, -10.1633], [-1.9077, 3.5969, -8.9573], [-1.4281, 2.0492, -9.6316], [-1.0007, 3.6200, -10.3677], [0.9950, -1.3047, -9.0912], [2.2914, -0.2513, -8.3517], [2.0905, -0.3998, -10.0419], [2.5242, -4.9929, 8.2203], [2.9027, -4.2268, 7.0081], [3.7462, -5.0474, 5.8495], [2.9325, -6.0765, 5.0354], [4.2535, -3.7333, 5.0515], [5.3161, -3.8261, 4.1180], [5.1560, -5.6350, 6.5123], [5.7721, -5.0563, 7.6549], [1.4550, -5.1693, 8.1029], [2.6662, -4.4050, 9.1271], [3.0843, -5.9205, 8.3385], [5.3930, -4.9028, 3.9672], [6.2431, -3.5374, 4.6133], [5.1577, -3.4260, 3.1165], [6.8523, -5.1895, 7.7129], [5.2312, -5.3325, 8.5600], [5.6986, -3.9729, 7.7501], [2.3219, 6.1206, -1.7576], [3.5063, 5.5166, -1.0626], [3.5089, 4.1161, -1.2024], [1.1048, 5.4897, -1.3208], [2.3304, 6.1286, -2.8475], [2.4154, 7.2066, -1.7502], [3.6867, 5.7824, -0.0210], [4.4236, 5.9040, -1.5060], [4.3823, 3.7378, -1.3274], [0.4020, 6.1436, -1.3267], [-3.1690, -5.3373, -2.8200], [-3.3051, -5.6154, -1.3140], [-2.0634, -6.0514, -0.7351], [-3.2377, -6.5866, -3.5186], [-2.2992, -4.7900, -3.1832], [-4.0258, -4.7980, -3.2241], [-4.0962, -6.3145, -1.0427], [-3.6230, -4.6622, -0.8914], [-1.4024, -5.3729, -0.8910], [-2.8727, -6.4388, -4.3941]],
  "mulliken_spin": [4.96, 0.00, 0.00, 0.00, 0.00, 0.00, 0.00, 0.00, -0.01, 0.10, 0.02, -0.07, 0.01, 0.00, 0.00, 0.00, 0.00, 0.00, 0.00, 0.00, 0.00, 0.00, 0.00, 0.00, 0.00, 0.00, 0.00, 0.00, 0.00, 0.00, 0.00, 0.00, 0.00, 0.00, 0.00, 0.00, 0.00, 0.00, 0.00, 0.00, 0.00, 0.00, 0.00, 0.00, 0.00, 0.00, 0.00, 0.00, 0.00, 0.00, 0.00, 0.00, 0.00, 0.00, 0.00, 0.00, 0.00, 0.00, 0.00, 0.00, 0.00, 0.00, 0.00, 0.00, 0.00, 0.00, 0.00, 0.00, 0.00, 0.00, 0.00, 0.00, 0.00, 0.00, 0.00, 0.00, 0.00, 0.00, 0.00, 0.00, 0.00, 0.00, 0.00, 0.00]
}


2.
{
  "formula": "C13H43N6O9",
  "method": "ωB97M-V/def2-TZVPD",
  "homo_lumo_gap_ev": [9.07, 2.68],
  "multiplicity": 2,
  "total_energy_ev": -41541.34982,
  "max_force_ha_per_bohr": 0.20104,
  "species": ["O", "H", "C", "O", "N", "N", "H", "H", "H", "H", "C", "O", "N", "N", "H", "H", "H", "H", "C", "O", "N", "N", "H", "H", "H", "H", "C", "C", "O", "H", "H", "H", "H", "H", "H", "C", "C", "O", "H", "H", "H", "H", "H", "H", "C", "C", "O", "H", "H", "H", "H", "H", "H", "C", "C", "O", "H", "H", "H", "H", "H", "H", "C", "C", "O", "H", "H", "H", "H", "H", "H"],
  "xyz": [[-0.3879, -0.0205, -0.5137], [0.2729, -0.0706, 0.2042], [-2.7501, -2.3853, -2.4037], [-3.4467, -3.1269, -3.0658], [-2.7450, -2.3554, -1.1066], [-1.9057, -1.5153, -2.7861], [-3.3709, -2.9697, -0.6055], [-2.2215, -1.6289, -0.6393], [-1.8098, -1.4235, -3.7874], [-1.4006, -0.9445, -2.1234], [2.1201, 2.2063, 1.7893], [1.3914, 2.3499, 2.7384], [3.3380, 2.1923, 1.7171], [1.6633, 1.7900, 0.6620], [3.9074, 2.4886, 2.4970], [3.6981, 1.8425, 0.8407], [2.3394, 1.5187, -0.0376], [0.7044, 1.5454, 0.4600], [-1.5637, 0.3887, 4.4516], [-2.4560, -0.4162, 4.6704], [-1.2931, 1.3253, 5.2867], [-0.8241, 0.6015, 3.4121], [-0.4224, 1.8129, 5.1312], [-1.8105, 1.2747, 6.1526], [-0.8699, -0.0931, 2.6804], [-0.2692, 1.4233, 3.2199], [4.2424, -1.0115, 2.4825], [3.0757, -1.5846, 1.7045], [3.5779, -1.8373, 0.4309], [5.1140, -1.6381, 2.2933], [4.0037, -1.0408, 3.5456], [4.5098, 0.0048, 2.1931], [2.2789, -0.8411, 1.6872], [2.6757, -2.4502, 2.2327], [2.8672, -1.8543, -0.2144], [-4.4450, 2.3430, -1.7719], [-3.3235, 1.2542, -1.7044], [-2.8239, 1.1832, -0.3788], [-4.2831, 3.3412, -1.3651], [-5.1742, 1.9249, -1.0779], [-4.8445, 2.4379, -2.7816], [-2.5092, 1.5004, -2.3859], [-3.5574, 0.1994, -1.8491], [-1.9670, 0.7511, -0.4061], [2.6529, -1.9161, -3.5767], [1.3351, -1.5822, -2.8045], [1.7593, -1.0032, -1.5419], [2.3152, -2.1616, -4.5836], [3.2866, -2.6791, -3.1247], [3.2721, -1.0218, -3.6469], [0.8786, -2.5607, -2.6557], [0.7673, -0.9298, -3.4679], [0.9966, -0.5393, -1.1888], [-0.7981, -3.3382, 2.9241], [-0.2765, -2.3182, 1.9904], [-1.2197, -1.3552, 1.5772], [-0.0440, -4.0641, 3.2283], [-1.4570, -3.9935, 2.3545], [-1.3316, -2.9331, 3.7839], [0.1738, -2.8206, 1.1344], [0.5354, -1.8099, 2.5108], [-0.8494, -0.9261, 0.8024], [-0.3488, 3.8716, -3.6032], [0.0132, 3.2686, -2.2829], [0.3398, 1.8828, -2.5103], [-0.2928, 4.9560, -3.5074], [-1.4138, 3.6946, -3.7534], [0.2893, 3.5176, -4.4128], [-0.8009, 3.1685, -1.5651], [0.8362, 3.7786, -1.7822], [0.0755, 1.3221, -1.7772]],
  "mulliken_spin": [0.04, -0.01, 0.00, -0.01, 0.12, 0.13, -0.01, 0.00, -0.01, -0.01, 0.00, 0.00, 0.00, 0.00, 0.00, 0.00, 0.00, 0.00, 0.00, 0.00, 0.00, 0.00, 0.00, 0.00, 0.00, 0.00, 0.00, 0.00, 0.00, 0.00, 0.00, 0.00, 0.00, 0.00, 0.00, 0.00, 0.05, 0.58, 0.00, 0.00, 0.00, 0.02, 0.07, 0.00, 0.00, 0.00, 0.00, 0.00, 0.00, 0.00, 0.00, 0.00, 0.00, 0.00, 0.00, 0.00, 0.00, 0.00, 0.00, 0.00, 0.00, 0.00, 0.00, 0.00, 0.01, 0.00, 0.00, 0.00, 0.00, 0.00, 0.01]
}